(1)
This record from the OMol25 dataset describes the ion C11H16N3O7 with charge -1 at a distorted geometry. The level of theory is ωB97M-V/def2-TZVPD.

Computed properties:
HOMO-LUMO gap = 9.10 eV
Strongest force on any atom = 4.87 eV Å⁻¹
LUMO energy = 0.1117 Eh
E_HOMO = -6.06 eV
SMILES string = CNC(=O)[C@@H](CC(=O)O)NC(=O)[C@@H](CC(=O)[O-])NC(C)=O

The geometry in ORCA input format:
```
! wB97M-V def2-TZVPD RIJCOSX def2/J DEFGRID3
* xyz -1 1
O -3.49357 3.19954 -2.29905
O -2.68976 1.25796 -3.05230
O -2.48438 2.66015 1.81069
O 0.84040 -4.39369 -1.23503
O 3.76309 -0.48129 0.43813
O -1.46841 -0.73750 -2.06135
O 1.70611 -0.05965 1.07662
N -0.49849 0.37469 -0.34874
N -0.28076 2.22431 1.87235
N 0.72485 -2.37786 -0.15802
C -2.64506 2.34061 -2.22596
C 0.87087 -3.68913 -0.24021
C -0.55980 -0.61248 -1.23148
C -0.01029 2.58714 3.29425
C 1.13227 -4.45129 0.96877
C -1.52379 2.07620 1.27115
C 2.56411 -0.29788 0.14725
C -1.59532 1.41346 -0.04074
C 0.73785 -1.49505 -1.34048
C -1.49649 2.42608 -1.19083
C 1.99025 -0.67568 -1.22760
H 0.45064 -5.29054 0.96763
H 0.53217 1.90376 1.40683
H -2.20695 0.51937 -2.78222
H 2.82363 -1.25975 -1.69634
H -0.72557 2.18866 4.01979
H 0.63834 -1.92067 -2.33920
H 1.20951 -3.77097 1.79582
H -2.46243 0.74277 0.05740
H -1.63320 3.47210 -0.83345
H -0.04025 3.71979 3.31242
H 0.32248 0.33116 0.29343
H 1.04895 -1.95733 0.73224
H -0.51325 2.45559 -1.62345
H 1.85337 0.25557 -1.81467
H 1.07610 2.31446 3.41792
H 2.04280 -4.99259 0.85842
*
```



(2)
This record from the OMol25 dataset describes a structure of composition C28H51IMnN10O8P2 at a distorted geometry. The level of theory is ωB97M-V/def2-TZVPD.

Computed properties:
HOMO-LUMO gap (alpha / beta) = 6.23 / 6.55 eV
Strongest force on any atom = 1.03 eV Å⁻¹
LUMO energy (alpha / beta) = 0.0035 / 0.0035 Eh
E_HOMO (alpha / beta) = -6.14 / -6.46 eV

The geometry in ORCA input format:
```
! wB97M-V def2-TZVPD RIJCOSX def2/J DEFGRID3
* xyz 0 6
I -1.30601 -3.74346 5.18078
Mn 0.39623 -0.60243 -0.14922
P -1.38725 2.60974 0.39986
P -2.64978 0.29745 1.27756
O -1.27129 -0.14953 1.53453
O 1.90685 0.08562 1.50115
O -0.03371 -0.09867 -2.40792
O -0.56818 1.66315 -0.36832
O -0.33739 -2.50253 1.33555
O -2.74156 1.89735 1.00827
O 4.00961 1.40659 -1.07804
O 2.91394 2.00877 -5.39373
N 3.42316 1.63959 -3.22882
N 1.97029 0.56524 -1.69391
N -1.99004 3.84018 -0.52170
N -3.31041 -0.32287 -0.10611
N -3.65596 0.11648 2.57924
N 3.74790 -1.01630 0.76822
N 0.71934 -1.97643 3.27370
N 3.92325 0.74305 2.25977
N -0.67389 3.33171 1.72194
N 1.67239 -8.36612 2.31163
C 1.52952 -3.77202 -0.54882
C 0.35950 2.64963 -3.79916
C 0.86143 3.59870 -2.70899
C 1.42321 -2.52737 -1.24308
C 0.50394 0.48882 -5.08331
C -3.32380 -0.93739 3.53396
C 2.63690 -4.11397 0.26731
C 0.56262 -5.94188 0.02858
C -2.67166 4.95254 0.12757
C -0.07952 -2.73390 2.51638
C -4.69726 0.00909 -0.39342
C 1.24734 -0.82141 -5.34113
C -0.67343 -3.97929 3.14651
C -2.60116 3.41880 -1.78302
C -4.60253 1.11402 3.04383
C 5.37288 0.72391 2.25965
C 2.55984 1.66102 -4.28721
C 1.67333 -7.41920 1.65220
C 3.14365 1.20296 -1.91938
C -2.87612 -1.61230 -0.63615
C 1.64424 -6.23057 0.87848
C 1.12795 1.30282 -3.94204
C 0.79336 3.39059 1.58765
C -1.13041 2.97204 3.06589
C 0.51275 -4.75728 -0.65648
C 1.01021 0.53456 -2.63104
C 3.15398 -0.03656 1.47566
C 2.68402 -5.29398 0.97011
H 2.36648 -2.08961 -1.56509
H 2.27548 -0.62330 -5.64590
H 3.53032 -5.51600 1.60960
H 3.44119 1.49658 2.71550
H -0.68341 2.39633 -3.60560
H 0.76138 -1.38662 -6.13623
H -5.39828 -0.66582 0.11109
H -4.27278 1.54898 3.99373
H 0.06607 -4.77457 3.14747
H 0.91087 -2.20502 4.23166
H 5.77748 1.04259 1.29578
H 1.25128 2.39847 1.57063
H -2.95947 -0.51965 4.47752
H -4.90438 1.03094 -0.07428
H -2.54197 -1.56646 3.11444
H 3.46793 -3.42495 0.34032
H -0.23064 -6.67293 -0.07501
H 1.14350 -1.16234 2.83976
H 0.51481 1.10618 -5.98238
H 1.85799 3.97637 -2.93976
H -2.60293 5.83515 -0.51042
H 3.11000 -1.42542 0.09610
H -2.97094 -1.59839 -1.72283
H -0.53196 0.27730 -4.81833
H -4.86261 -0.05731 -1.46949
H -2.21379 3.05649 3.12085
H 4.35864 1.98493 -3.38109
H -0.32988 -4.54598 -1.30521
H -3.46922 -2.44227 -0.23815
H 1.18841 3.96695 2.42456
H 0.89265 3.09608 -1.74375
H -4.20055 -1.55374 3.74797
H 1.04796 3.90445 0.66005
H -2.18903 5.16517 1.07784
H 0.41338 3.14748 -4.76930
H -0.83755 1.95578 3.35388
H -5.58487 0.66087 3.19968
H -2.40431 4.16464 -2.55507
H -3.68589 3.29919 -1.68000
H -2.17214 2.46514 -2.08792
H -0.69637 3.67948 3.77305
H -1.83379 -1.79352 -0.39146
H 0.68374 -2.53705 -2.04279
H 0.18815 4.45295 -2.61760
H -3.73255 4.73426 0.30068
H 5.73115 1.39576 3.03404
H 1.25902 -1.43991 -4.44153
H 5.73342 -0.28136 2.48327
H 4.67012 -0.83884 0.40636
H -1.53733 -4.29911 2.57593
H -4.69701 1.91269 2.31242
*
```



(3)
This record from the OMol25 dataset describes a structure of composition C39H47CrI2N5O3PS2Si. The level of theory is ωB97M-V/def2-TZVPD.

Computed properties:
HOMO-LUMO gap (alpha / beta) = 7.63 / 7.68 eV
Strongest force on any atom = 0.94 eV Å⁻¹
LUMO energy (alpha / beta) = -0.0055 / -0.0056 Eh
E_HOMO (alpha / beta) = -7.78 / -7.83 eV

The geometry in ORCA input format:
```
! wB97M-V def2-TZVPD RIJCOSX def2/J DEFGRID3
* xyz 0 4
I -2.56385 -2.41381 -2.23055
I 2.52925 -1.04845 1.59267
Cr -0.70893 0.07570 -0.26396
S -3.90533 1.99643 -3.21857
S -1.67724 4.07924 -2.17671
P 2.24188 0.08761 -1.60600
Si -1.06698 -2.54065 2.03078
O -4.54938 3.07041 -2.49489
O -4.65042 0.81553 -3.54784
O -0.69808 -1.48597 0.84190
N -2.80067 0.09834 -0.07207
N -0.49309 1.14494 1.75041
N -2.59701 1.49022 -2.45897
N -0.73130 1.92246 -1.16563
N -1.90166 4.22401 -8.34385
C 1.87727 3.93310 -4.17106
C 2.15259 1.57976 -2.67631
C -2.59431 1.87681 -5.59938
C 2.41652 -2.59162 -2.08431
C 6.91067 0.45112 -1.40698
C 4.37657 -0.18655 1.23962
C -2.52405 -3.59153 1.57194
C 2.01793 -3.76255 -4.14587
C 6.26783 0.32086 -0.15462
C 1.79973 -2.55250 -4.78172
C 7.06089 0.44873 1.01723
C 4.86710 0.05610 -0.07838
C -3.07441 4.52781 -6.25156
C 6.20217 0.32439 -2.55978
C -1.53526 -1.63547 3.60203
C -3.83767 1.00192 0.49274
C -3.31458 2.68742 -4.72520
C 3.03945 2.64475 -2.50221
C 4.11840 0.03758 -1.30176
C -0.88104 -1.13161 -1.92510
C -1.71902 2.34094 -1.97170
C -3.55214 4.01459 -5.05759
C 2.18786 -1.36765 -2.71907
C 1.88173 -1.35875 -4.07112
C 0.07939 2.96450 -0.75307
C 2.33077 -3.77893 -2.79016
C 6.52107 0.28911 2.25118
C -2.11332 2.38816 -6.78856
C 4.81205 0.13275 -2.48396
C -3.44473 1.68753 1.78774
C -1.04186 2.42617 2.24824
C -2.34732 3.72477 -7.12938
C -0.26215 4.18242 -1.19084
C 1.10402 1.73279 -3.58348
C 2.90387 3.80914 -3.24337
C 5.15830 -0.06632 2.35383
C -2.36176 2.76010 1.58812
C 0.30930 -3.71464 2.48483
C 0.97299 2.89415 -4.33245
H -4.74128 0.40553 0.63216
H -2.42720 0.83656 -5.34656
H 8.11411 0.66947 0.89511
H 3.85603 2.56709 -1.79596
H -0.06434 -1.84525 -1.86390
H -2.33063 -4.14488 0.65037
H -2.70182 3.72686 1.96441
H 4.26373 0.10415 -3.41839
H -2.99882 0.00286 -1.07233
H -3.26929 5.56134 -6.51455
H 0.46674 1.04802 2.06713
H 7.97798 0.63597 -1.42154
H -1.16209 2.37498 3.33554
H -2.89582 -0.84332 0.30589
H -0.98294 0.35965 2.17254
H 2.64755 -2.61753 -1.02405
H 0.34646 0.96321 -3.68157
H -2.18858 2.89646 0.52200
H 1.55592 -2.52892 -5.83605
H 3.60592 4.62013 -3.09619
H -3.42977 -3.00011 1.40785
H 0.82300 -4.09514 1.59800
H 1.71517 -0.42719 -4.59372
H -1.77293 -2.35869 4.38763
H -2.41983 -1.00474 3.47112
H -1.84438 5.22304 -8.43858
H -0.71911 -1.01179 3.98445
H 4.73661 -0.28158 3.32522
H 1.94023 -4.68985 -4.69785
H -0.82824 -0.55819 -2.85236
H 2.50227 -4.71886 -2.28177
H -0.31515 3.21117 2.03953
H 0.93304 2.73931 -0.13050
H 0.23570 5.11851 -1.00357
H 1.77255 4.83972 -4.75327
H 6.68179 0.40464 -3.52624
H 0.14370 2.99169 -5.02169
H -0.11201 -4.56991 3.02012
H -1.56620 1.75070 -7.47407
H -4.34690 2.13857 2.20425
H -1.16519 3.72177 -8.80817
H -4.06530 1.75599 -0.26858
H -4.10959 4.63645 -4.37038
H -3.12896 0.93941 2.52295
H 7.12436 0.37978 3.14446
H -2.72869 -4.30956 2.37146
H 1.05655 -3.26066 3.13900
*
```



(4)
This record from the OMol25 dataset describes a structure of composition C3H5N3OS at a distorted geometry. The level of theory is ωB97M-V/def2-TZVPD.

Computed properties:
HOMO-LUMO gap = 8.28 eV
Strongest force on any atom = 5.34 eV Å⁻¹
LUMO energy = -0.0098 Eh
E_HOMO = -8.54 eV

The geometry in ORCA input format:
```
! wB97M-V def2-TZVPD RIJCOSX def2/J DEFGRID3
* xyz 0 1
S 3.45176 -0.29706 -0.11227
O 1.41830 -1.84957 0.15339
N 0.68148 0.27960 -0.14334
N 0.90578 1.65545 0.07209
N 0.00452 -1.87426 -0.00688
C -0.41996 -0.64981 -0.04872
C 1.78648 -0.50610 -0.10030
C -1.81885 -0.21944 -0.11405
H -0.28136 2.00484 -0.35868
H -2.45198 -1.12449 -0.70605
H -1.74046 0.92078 -0.89888
H 1.03408 1.78279 1.21693
H -2.56978 -0.12274 1.04676
*
```



(5)
This record from the OMol25 dataset describes a cluster of 2 separate species, C3H10NO in total at a distorted geometry. The level of theory is ωB97M-V/def2-TZVPD.

Computed properties:
HOMO-LUMO gap = 6.52 eV
Strongest force on any atom = 1.02 eV Å⁻¹
LUMO energy = -0.2192 Eh
E_HOMO = -12.48 eV

The geometry in ORCA input format:
```
! wB97M-V def2-TZVPD RIJCOSX def2/J DEFGRID3
* xyz 1 1
O 0.67709 -0.93682 -0.82002
N -2.50892 2.99896 2.81761
C 1.23320 -2.29771 -2.76609
C 1.66290 -1.19390 -1.82550
C -1.55330 2.31524 3.27602
H -2.56419 4.01403 2.82121
H -0.69815 2.75151 3.77607
H -3.32838 2.51702 2.45333
H 2.02896 -2.50697 -3.48065
H -1.58051 1.23378 3.24515
H 2.58089 -1.50043 -1.32128
H 1.93247 -0.31204 -2.39677
H 0.27882 -2.08964 -3.25155
H 1.13918 -3.25032 -2.23164
H 0.69994 -1.74271 -0.29589
*
```



(6)
This record from the OMol25 dataset describes a structure of composition C22H28AuN2O2S3Sb2 at a distorted geometry. The level of theory is ωB97M-V/def2-TZVPD.

Computed properties:
HOMO-LUMO gap (alpha / beta) = 3.19 / 3.25 eV
Strongest force on any atom = 2.26 eV Å⁻¹
LUMO energy (alpha / beta) = -0.2540 / -0.2528 Eh
E_HOMO (alpha / beta) = -10.10 / -10.13 eV

The geometry in ORCA input format:
```
! wB97M-V def2-TZVPD RIJCOSX def2/J DEFGRID3
* xyz 1 1
Au -0.24253 0.20324 -1.32885
Sb 3.49527 0.24544 -1.60235
Sb 0.33827 0.51744 1.52545
S -6.54043 0.78954 -1.62375
S -3.64733 0.36064 -1.11105
S -1.43193 -1.77826 -1.02835
O 0.84197 1.96294 -1.88855
O 0.17317 2.83114 0.03605
N -5.19443 -1.58776 -1.66415
N -3.98503 -2.13796 -1.52135
C 3.52017 0.93624 2.44125
C 0.69567 2.93724 -1.07805
C -8.52513 -3.04886 -2.44465
C -5.25523 -0.24296 -1.48875
C 3.57077 -1.62516 -0.48725
C 5.37617 1.76194 3.76645
C 1.23437 4.27924 -1.53285
C -8.14583 -4.31456 -2.86235
C -0.42853 -1.33566 2.33375
C -0.79643 1.84194 2.78595
C 2.35437 0.03854 2.41395
C 4.09577 1.53234 1.29755
C -7.57953 -2.12666 -2.02885
C -6.80673 -4.67376 -2.82545
C 3.34827 1.74394 0.06575
C 4.15297 1.12884 3.66965
C -5.85133 -3.76666 -2.41345
C 6.00977 2.21004 2.61515
C -6.23173 -2.47466 -2.03645
C -3.04853 -1.30656 -1.25425
C 5.65977 0.31694 -1.79745
C 5.36657 2.10484 1.40325
H -1.79443 1.89354 2.36135
H 0.39247 4.94254 -1.73085
H 2.56617 -1.97186 -0.26845
H 2.28627 1.81254 0.24655
H 3.67797 2.64824 -0.43725
H 5.96497 -0.51866 -2.41985
H 2.08177 -0.26536 3.42355
H -7.90323 -1.15076 -1.69715
H 1.82787 4.16254 -2.43435
H 6.98867 2.65434 2.66995
H 2.56947 -0.85096 1.82315
H 5.83647 1.89904 4.73155
H 5.96287 1.24474 -2.27385
H 3.68497 0.73814 4.56035
H -6.51233 -5.66786 -3.12195
H -8.89093 -5.01676 -3.20565
H 1.82677 4.72324 -0.73565
H -9.56963 -2.77616 -2.43985
H -0.00043 -2.18526 1.81475
H -0.35663 2.83104 2.76785
H 5.81457 2.51834 0.51255
H 6.11877 0.22854 -0.81455
H -1.50623 -1.37856 2.23575
H 4.14847 -1.50736 0.42475
H -0.83733 1.43444 3.79095
H 4.06587 -2.35546 -1.11575
H -0.15923 -1.37726 3.38435
H -4.80683 -4.03196 -2.38835
*
```



(7)
This record from the OMol25 dataset describes a structure of composition C39H30ClFN5O6PS4Sc at a distorted geometry. The level of theory is ωB97M-V/def2-TZVPD.

Computed properties:
HOMO-LUMO gap = 6.58 eV
Strongest force on any atom = 1.02 eV Å⁻¹
LUMO energy = 0.0785 Eh
E_HOMO = -4.44 eV

The geometry in ORCA input format:
```
! wB97M-V def2-TZVPD RIJCOSX def2/J DEFGRID3
* xyz -1 1
Sc -1.76995 -0.11462 -0.31916
Cl -1.79581 -0.02439 2.60491
S 0.29446 -3.07851 -0.46701
S -2.66755 -4.29782 0.45678
S -2.92486 2.08836 0.06894
S -3.60076 -0.29619 -2.09513
P 0.26748 1.83722 0.92111
F -2.38233 -3.44682 -4.16643
O -0.37316 -5.37824 -4.33777
O -0.30393 -4.09373 -1.29782
O 1.28234 -2.19439 -1.01489
O -0.50733 0.14691 -1.81768
O 2.81948 -2.18359 -3.91614
O 1.55435 0.95982 -1.53181
N 0.63142 -1.49675 -3.84208
N 1.17957 -3.73540 -4.10570
N -0.86149 -2.14697 0.18848
N 2.92151 -5.99715 4.00123
N -3.05260 -1.77726 0.59950
C 2.19199 0.19616 1.96523
C 1.48391 4.95579 -1.46450
C 3.39596 -0.15206 2.55888
C -2.90183 3.70464 -2.13833
C 0.57872 5.96237 -1.16496
C 1.20419 -5.87189 2.29807
C 0.60258 -5.20081 1.24870
C -0.70181 -1.84759 -3.91264
C 0.70948 0.37252 -2.18330
C 1.40563 3.72629 -0.82557
C -0.12676 -4.20170 -4.17560
C 4.19738 2.08363 2.23767
C -4.26149 -3.70908 0.79712
C 0.41585 3.48307 0.12706
C 4.40515 0.79039 2.69249
C 2.15898 -3.39043 1.50895
C -0.38622 3.79007 4.52409
C -2.09958 -2.66258 0.40491
C -3.44708 1.70510 -3.95210
C 2.98433 2.43695 1.66391
C -1.08750 -3.11676 -4.08215
C -3.27987 3.00508 -4.39863
C -4.27444 -2.36084 0.81010
C -0.37713 2.31736 2.59068
C 0.04976 3.47176 3.25110
C 1.02701 -0.11320 -3.60108
C -0.49637 4.49901 0.41311
C 2.28485 -5.30432 2.97230
C 1.63263 -2.44119 -3.93763
C -3.34922 1.37261 -2.59703
C 2.76605 -4.06250 2.55274
C -3.00653 4.01415 -3.48425
C 1.06132 -3.94748 0.86947
C -1.69938 1.78561 4.56638
C -1.27108 2.94636 5.18345
C -0.41132 5.72876 -0.22243
C -3.06501 2.39921 -1.67233
C 1.96989 1.49625 1.52042
C -1.24147 1.48785 3.29014
H -3.36346 3.22720 -5.45598
H 3.43152 -5.41783 4.64818
H -2.68015 4.48388 -1.42161
H 4.98089 2.82557 2.33239
H -5.09315 -4.38259 0.91113
H 1.40864 -0.54608 1.84631
H 0.73976 4.13478 2.74429
H 3.54742 -1.16339 2.91298
H 0.63966 6.91992 -1.66742
H -1.29326 4.32388 1.12207
H -3.66594 0.91093 -4.65651
H 0.84550 -6.85233 2.58882
H 2.10546 2.94524 -1.08273
H -1.13499 6.49976 0.01287
H -5.13885 -1.72879 0.93968
H 3.63615 -3.63769 3.04042
H -0.21255 -5.65882 0.70526
H 0.49845 0.53908 -4.30105
H 2.09506 -0.04646 -3.77433
H -2.38278 1.10748 5.05847
H 1.90409 -4.43628 -4.13942
H -0.03592 4.69579 5.00229
H 2.25649 5.11951 -2.20557
H -1.42691 -1.05445 -3.78905
H 5.35016 0.51678 3.14500
H 2.55114 -2.44762 1.15647
H 2.34735 -6.67647 4.47344
H 2.83362 3.45434 1.32696
H -2.87051 5.03718 -3.81427
H -1.62529 3.18842 6.17714
*
```



Which of these has the highest strongest force on any atom? C3H5N3OS



Which value of strongest force on any atom does entry 2 give? 1.03 eV Å⁻¹



strongest force on any atom of number 1 (C11H16N3O7)? 4.87 eV Å⁻¹



What is the formula in the seventh record? C39H30ClFN5O6PS4Sc